The following is a quantum chemistry calculation of C9H11NO2 in the gas phase in a non-equilibrium geometry, from OMol25.

The geometry in ORCA input format:
```
! RIJCOSX wB97M-V def2-TZVPD def2/J DEFGRID3
* xyz 0 1
O -0.12 -2.49 0.33
O -3.48 -1.13 1.01
N 0.43 -0.26 0.89
C 1.76 -0.54 1.37
C 2.46 -0.09 -1.11
C -0.05 1.16 0.71
C -0.21 -1.35 0.50
C -2.96 -1.03 -0.12
C 2.70 -0.57 0.13
C -2.16 0.08 -0.42
C -1.61 1.07 -1.48
C -1.50 1.29 0.02
H 0.68 1.67 -0.02
H -2.37 1.57 -2.01
H 3.77 -0.93 0.33
H 1.37 0.17 -1.30
H 3.17 0.13 -1.83
H 0.02 1.66 1.62
H -0.65 0.71 -1.91
H 1.68 -1.52 1.71
H 2.12 0.11 2.07
H -3.09 -1.85 -0.94
H -1.94 2.14 0.47
*
```

Computed properties:
* maximum force: 0.0941 Eh/bohr
* E_HOMO (spin up / spin down): -7.55 / -7.87 eV
* Kohn-Sham gap (spin up / spin down): 7.18 / 8.01 eV
* ΔE to the lowest compared entry with this formula, charge and spin: 158.3 kcal per mole

natural (NBO) atomic charge list, values in e, 8 entries: O -0.482; O -0.601; N -0.473; C -0.240; C -0.395; C -0.178; C 0.849; C 0.306